1.
{"formula": "C41H75BrCl32O6", "method": "ωB97M-V/def2-TZVPD", "elements": ["O", "C", "O", "C", "C", "C", "Br", "C", "C", "C", "C", "O", "O", "O", "C", "O", "H", "H", "H", "H", "H", "H", "H", "H", "H", "H", "H", "Cl", "C", "C", "Cl", "H", "H", "H", "H", "Cl", "C", "C", "Cl", "H", "H", "H", "H", "Cl", "C", "C", "Cl", "H", "H", "H", "H", "Cl", "C", "C", "Cl", "H", "H", "H", "H", "Cl", "C", "C", "Cl", "H", "H", "H", "H", "Cl", "C", "C", "Cl", "H", "H", "H", "H", "Cl", "C", "C", "Cl", "H", "H", "H", "H", "Cl", "C", "C", "Cl", "H", "H", "H", "H", "Cl", "C", "C", "Cl", "H", "H", "H", "H", "Cl", "C", "C", "Cl", "H", "H", "H", "H", "Cl", "C", "C", "Cl", "H", "H", "H", "H", "Cl", "C", "C", "Cl", "H", "H", "H", "H", "Cl", "C", "C", "Cl", "H", "H", "H", "H", "Cl", "C", "C", "Cl", "H", "H", "H", "H", "Cl", "C", "C", "Cl", "H", "H", "H", "H", "Cl", "C", "C", "Cl", "H", "H", "H", "H"], "positions_angstrom": [[3.77, -1.72, -2.46], [2.63, -1.63, -2.52], [2.06, -0.42, -2.83], [1.73, -2.86, -2.22], [0.24, -2.41, -2.24], [-0.77, -3.63, -2.15], [-0.44, -4.99, -0.72], [-2.11, -2.95, -1.64], [-2.99, -2.80, -2.92], [-3.47, -1.41, -3.41], [-3.17, -0.26, -2.45], [-2.11, 0.18, -2.39], [-4.16, 0.21, -1.66], [-2.29, -3.60, -3.88], [-1.15, -4.22, -3.54], [-0.59, -4.98, -4.16], [2.08, -0.29, -3.78], [1.98, -3.16, -1.19], [1.93, -3.66, -2.93], [0.10, -1.79, -1.33], [-0.03, -1.82, -3.13], [-2.04, -2.15, -0.89], [-2.58, -3.76, -1.06], [-3.90, -3.41, -2.77], [-4.56, -1.49, -3.56], [-3.00, -1.21, -4.38], [-4.48, -0.53, -1.12], [5.10, 2.46, 1.25], [5.95, 1.23, 0.28], [5.06, 0.07, -0.09], [4.60, -0.93, 1.32], [6.82, 0.90, 0.84], [6.29, 1.72, -0.62], [5.59, -0.58, -0.78], [4.14, 0.39, -0.57], [-3.89, -7.73, -4.77], [-2.12, -7.66, -4.92], [-1.55, -8.88, -5.59], [-1.69, -10.35, -4.59], [-1.70, -7.52, -3.93], [-1.89, -6.77, -5.51], [-0.48, -8.73, -5.78], [-2.03, -9.08, -6.54], [2.19, -6.95, -1.77], [3.84, -7.37, -2.29], [4.76, -6.17, -2.33], [4.33, -5.03, -3.63], [3.78, -7.85, -3.26], [4.22, -8.10, -1.57], [5.78, -6.49, -2.52], [4.75, -5.63, -1.38], [3.54, 6.20, 5.13], [4.02, 5.46, 3.58], [5.48, 5.66, 3.30], [5.91, 7.36, 2.96], [3.39, 5.88, 2.79], [3.80, 4.40, 3.66], [5.77, 5.08, 2.42], [6.09, 5.33, 4.14], [-1.95, -7.51, -8.39], [-1.45, -6.09, -9.34], [-1.01, -4.95, -8.45], [-2.38, -4.25, -7.55], [-2.27, -5.81, -9.99], [-0.61, -6.41, -9.97], [-0.59, -4.15, -9.06], [-0.26, -5.27, -7.74], [1.28, 5.93, 9.72], [2.08, 4.83, 8.56], [1.26, 3.61, 8.26], [1.13, 2.52, 9.67], [3.06, 4.57, 8.97], [2.23, 5.39, 7.64], [1.73, 3.04, 7.46], [0.26, 3.87, 7.95], [-7.83, 0.24, -0.15], [-8.12, -1.22, -1.11], [-7.54, -2.46, -0.48], [-5.75, -2.50, -0.52], [-7.73, -1.06, -2.11], [-9.21, -1.33, -1.18], [-7.87, -3.34, -1.03], [-7.85, -2.58, 0.56], [-0.44, 1.78, 3.27], [0.40, 0.27, 3.74], [1.16, -0.35, 2.59], [0.10, -0.99, 1.31], [-0.34, -0.42, 4.14], [1.09, 0.52, 4.54], [1.75, -1.19, 2.95], [1.83, 0.37, 2.13], [6.43, 5.62, -0.42], [8.12, 5.62, -0.95], [8.47, 4.38, -1.72], [8.42, 2.95, -0.66], [8.74, 5.72, -0.05], [8.27, 6.51, -1.56], [9.49, 4.47, -2.11], [7.80, 4.21, -2.55], [2.17, -4.48, -8.16], [2.68, -3.05, -9.09], [3.11, -1.92, -8.19], [1.74, -1.22, -7.29], [1.86, -2.76, -9.74], [3.52, -3.36, -9.72], [3.53, -1.11, -8.80], [3.86, -2.23, -7.48], [-10.72, 1.40, -0.92], [-10.65, 2.85, 0.11], [-11.99, 3.52, 0.25], [-12.54, 4.26, -1.28], [-9.90, 3.53, -0.31], [-10.29, 2.53, 1.08], [-11.93, 4.32, 0.98], [-12.75, 2.82, 0.57], [2.32, -1.21, 5.91], [4.00, -0.93, 5.36], [4.61, 0.30, 6.00], [3.83, 1.80, 5.42], [3.99, -0.85, 4.28], [4.57, -1.81, 5.64], [5.66, 0.36, 5.74], [4.52, 0.27, 7.08], [-9.94, 5.66, 4.55], [-8.94, 4.41, 5.33], [-7.73, 4.06, 4.50], [-8.15, 3.21, 3.00], [-9.56, 3.54, 5.51], [-8.62, 4.81, 6.29], [-7.08, 3.40, 5.07], [-7.15, 4.95, 4.24], [6.85, 0.65, 8.07], [7.72, -0.83, 8.54], [8.48, -1.43, 7.38], [7.40, -2.10, 6.14], [7.00, -1.53, 8.95], [8.41, -0.55, 9.33], [9.10, -2.26, 7.74], [9.13, -0.70, 6.91], [-16.11, 1.69, -4.44], [-14.41, 2.14, -4.17], [-13.45, 1.06, -4.62], [-13.55, -0.40, -3.61], [-14.28, 2.36, -3.11], [-14.23, 3.05, -4.73], [-12.43, 1.43, -4.56], [-13.65, 0.77, -5.65], [7.63, 7.51, 6.59], [7.90, 8.89, 5.50], [8.61, 10.03, 6.20], [7.57, 10.81, 7.42], [6.94, 9.20, 5.10], [8.52, 8.53, 4.68], [8.87, 10.80, 5.47], [9.52, 9.70, 6.68]], "e_homo_ev": -9.868, "lumo_ev": 0.285, "homo_lumo_gap_ev": 10.153}



2.
{"formula": "C17H33N4O4", "method": "ωB97M-V/def2-TZVPD", "elements": ["C", "C", "C", "N", "C", "C", "N", "C", "C", "C", "C", "O", "O", "H", "H", "H", "H", "H", "H", "H", "H", "H", "H", "H", "C", "C", "C", "O", "C", "N", "H", "H", "H", "H", "H", "H", "H", "H", "H", "H", "H", "C", "C", "C", "O", "C", "N", "H", "H", "H", "H", "H", "H", "H", "H", "H", "H", "H"], "positions_angstrom": [[-0.53, -2.31, 2.88], [-1.28, -3.30, 2.00], [-0.47, -4.05, 0.95], [-2.55, -3.44, 2.16], [-3.27, -3.84, 1.03], [-3.90, -5.07, 1.10], [-4.60, -5.53, 0.06], [-4.72, -4.84, -1.07], [-4.13, -3.61, -1.22], [-3.40, -3.07, -0.15], [-2.75, -1.70, -0.19], [-3.33, -0.76, 0.27], [-1.49, -1.59, -0.72], [-0.95, -2.27, 3.88], [0.53, -2.60, 2.88], [-0.58, -1.31, 2.41], [-0.73, -5.12, 0.94], [0.60, -3.88, 1.10], [-0.69, -3.68, -0.07], [-3.85, -5.67, 2.01], [-5.06, -6.44, 0.11], [-5.31, -5.24, -1.90], [-4.23, -3.06, -2.15], [-0.96, -1.17, -0.02], [2.55, -1.13, -2.23], [1.35, -0.18, -2.25], [1.64, 1.16, -2.93], [2.39, 2.06, -2.13], [3.80, 1.85, -2.15], [0.87, 0.00, -0.87], [3.29, -0.85, -1.49], [2.22, -2.14, -1.99], [3.03, -1.17, -3.21], [0.56, -0.67, -2.83], [0.69, 1.66, -3.11], [2.11, 1.03, -3.91], [4.14, 1.51, -3.13], [4.10, 1.14, -1.38], [4.28, 2.81, -1.93], [0.01, 0.55, -0.90], [1.53, 0.60, -0.39], [1.01, 6.02, 0.80], [1.02, 4.67, 0.10], [0.38, 3.54, 0.93], [1.20, 3.04, 1.97], [1.17, 3.80, 3.17], [2.39, 4.34, -0.30], [1.77, 6.09, 1.59], [1.22, 6.82, 0.09], [0.04, 6.22, 1.25], [0.42, 4.77, -0.81], [0.22, 2.69, 0.26], [-0.60, 3.83, 1.31], [0.19, 4.23, 3.35], [1.93, 4.58, 3.14], [1.41, 3.13, 4.00], [2.38, 3.49, -0.85], [2.90, 4.08, 0.55]], "total_charge": 1, "e_above_lowest_kj_mol": 35.8, "e_homo_ev": -10.490, "lumo_ev": -4.452, "homo_lumo_gap_ev": 6.038}



3.
{"formula": "C15H14F2N2O3S", "method": "ωB97M-V/def2-TZVPD", "elements": ["O", "C", "C", "C", "N", "C", "O", "C", "C", "C", "C", "O", "N", "C", "C", "C", "C", "S", "C", "F", "F", "C", "C", "H", "H", "H", "H", "H", "H", "H", "H", "H", "H", "H", "H", "H", "H"], "positions_angstrom": [[-0.42, -0.37, 1.25], [-0.27, -1.19, 0.37], [-1.32, -2.22, -0.01], [-2.55, -2.13, 0.91], [-3.19, -0.84, 0.83], [-4.14, -0.58, -0.09], [-4.62, -1.43, -0.82], [-4.59, 0.82, -0.11], [-5.56, 1.42, -0.87], [-5.57, 2.78, -0.49], [-4.62, 2.91, 0.46], [-4.02, 1.74, 0.70], [0.86, -1.30, -0.40], [2.02, -0.54, -0.36], [2.23, 0.48, 0.56], [3.42, 1.19, 0.55], [4.39, 0.89, -0.39], [5.93, 1.81, -0.39], [6.98, 0.54, 0.39], [7.06, -0.57, -0.36], [6.50, 0.16, 1.58], [4.19, -0.12, -1.32], [3.02, -0.83, -1.30], [-0.90, -3.22, 0.05], [-1.64, -2.04, -1.04], [-3.29, -2.88, 0.60], [-2.25, -2.30, 1.95], [-2.72, -0.08, 1.29], [-6.17, 0.94, -1.60], [-6.21, 3.55, -0.88], [-4.28, 3.76, 1.03], [0.85, -2.02, -1.11], [1.47, 0.71, 1.29], [3.59, 1.98, 1.26], [7.99, 0.96, 0.53], [4.96, -0.34, -2.05], [2.86, -1.63, -2.02]], "e_above_lowest_kj_mol": 0.0, "e_homo_ev": -8.853, "lumo_ev": 0.549, "homo_lumo_gap_ev": 9.402, "smiles": "O=C(CCNC(=O)c1ccco1)Nc1ccc(SC(F)F)cc1"}



4.
{"formula": "C20H18ClNO4S2", "method": "ωB97M-V/def2-TZVPD", "elements": ["C", "C", "C", "C", "S", "C", "C", "S", "C", "C", "C", "C", "C", "C", "O", "O", "O", "O", "C", "C", "H", "H", "H", "H", "H", "H", "H", "H", "H", "H", "H", "H", "Cl", "C", "C", "C", "C", "N", "C", "C", "H", "H", "H", "H", "H", "H"], "positions_angstrom": [[2.82, 3.51, -0.21], [2.40, 2.56, -1.15], [1.05, 2.23, -1.25], [0.12, 2.84, -0.41], [-1.64, 2.44, -0.56], [-2.14, 1.55, 0.87], [-3.55, 1.69, 1.31], [-1.13, 0.25, 1.43], [-0.26, 0.75, 2.93], [1.06, 1.22, 2.87], [1.70, 1.65, 4.03], [1.06, 1.55, 5.27], [-0.22, 1.01, 5.34], [-0.88, 0.60, 4.18], [-1.98, -0.86, 1.81], [-0.06, 0.08, 0.47], [-2.34, 3.71, -0.54], [-1.75, 1.54, -1.69], [0.52, 3.84, 0.47], [1.87, 4.15, 0.60], [3.88, 3.76, -0.12], [3.12, 2.07, -1.80], [0.71, 1.49, -1.98], [-3.73, 1.24, 2.31], [-3.97, 2.70, 1.21], [1.57, 1.25, 1.91], [2.71, 2.06, 3.96], [1.57, 1.88, 6.17], [-0.72, 0.90, 6.30], [-1.88, 0.16, 4.23], [-0.23, 4.36, 1.07], [2.19, 4.89, 1.33], [-10.60, 1.62, 1.75], [-8.97, 1.44, 1.29], [-8.64, 0.60, 0.22], [-7.32, 0.44, -0.15], [-6.25, 1.09, 0.56], [-4.98, 1.02, 0.02], [-6.62, 1.96, 1.64], [-7.96, 2.12, 1.99], [-9.42, 0.08, -0.32], [-7.05, -0.20, -0.99], [-4.08, 0.81, 0.63], [-4.88, 0.28, -0.68], [-5.83, 2.50, 2.17], [-8.23, 2.78, 2.81]], "e_above_lowest_kj_mol": 597.1, "e_homo_ev": -8.576, "lumo_ev": -1.152, "homo_lumo_gap_ev": 7.424}